(1)
This record from OMol25 describes a molecular structure, C40H53N9O4PSTl. The level of theory is ωB97M-V/def2-TZVPD.

Structure (ORCA input):
```
! RIJCOSX wB97M-V def2-TZVPD def2/J DEFGRID3
* xyz -2 1
Tl 0.12532 -0.14768 -0.61373
S -1.10180 -2.46046 3.34093
P -3.06347 1.31290 -0.32116
O -2.32589 -1.79320 2.95318
O 1.31370 1.27110 -2.40904
O -1.28487 -3.58726 4.24493
O -1.18497 1.19946 1.28067
N -5.91189 1.47890 -0.91077
N -0.17814 -2.66766 2.10417
N 1.41985 2.07502 0.16726
N 2.05382 -2.19447 0.61589
N 2.32866 2.58239 -0.76178
N -1.31166 -0.83056 -3.47014
N -5.13886 2.57584 1.14191
N -5.24486 0.12699 1.01837
N 1.65252 -1.84073 -3.50233
C 4.01095 2.73306 -5.24252
C -5.34935 1.31346 1.86020
C 1.56177 -3.28356 -3.53679
C 0.13126 -0.09452 6.37105
C 3.86241 -4.20263 -0.03582
C 0.82865 -0.50604 3.71227
C -0.69438 1.73112 2.32496
C 0.65564 -3.72466 1.87164
C -0.19044 -1.24887 4.29045
C -0.54631 -1.04298 5.61769
C 0.89402 -1.15951 -4.53848
C -3.84868 -0.10588 0.60797
C 5.05717 3.55780 -4.85146
C 0.50385 -5.03659 2.34028
C -2.42575 -1.61915 -2.98755
C 0.48364 2.45791 2.36964
C 1.40026 -6.05936 2.00423
C -3.73125 2.71288 0.72504
C 1.17049 0.64903 5.81192
C 2.17162 2.10835 -1.96795
C -1.50452 1.60881 3.61012
C 1.94436 1.64651 6.63801
C 3.03127 -1.39017 -3.54952
C 2.25402 3.97445 1.44564
C 1.81746 -3.46906 1.03860
C 4.09444 -2.91288 -0.40723
C -6.13365 0.26542 -0.12265
C -6.03697 2.61793 -0.00582
C -1.71095 0.51653 -3.82931
C 1.36605 2.76054 1.26871
C 1.49977 0.43760 4.47706
C -0.59358 -1.47597 -4.55638
C 2.71564 -4.52848 0.72502
C -4.55682 1.44945 -1.51307
C 4.22108 3.50736 -2.58755
C 3.14613 -1.93225 -0.05306
C 3.17379 2.66559 -2.96553
C 5.15182 3.94784 -3.51838
C 3.07722 2.29813 -4.30532
C 2.48541 -5.83780 1.19832
H 1.07465 -0.66266 2.66671
H -5.84890 3.53726 -0.56584
H 3.92494 2.41650 -6.27564
H -4.52868 0.60742 -2.21376
H -6.35006 1.34047 2.30066
H 4.55955 -4.99269 -0.29627
H 3.29784 3.71193 1.25919
H 2.98937 1.34388 6.73338
H 3.18061 -6.63169 0.94799
H 1.98743 4.73602 0.70990
H -0.99655 -1.15255 -5.53145
H 5.79389 3.89257 -5.57411
H 5.96602 4.59286 -3.20750
H 2.28777 1.03003 4.01989
H -0.33262 -5.24483 2.98657
H 3.60243 -1.86157 -2.75062
H -0.85156 1.61728 4.48624
H 1.31687 -1.38137 -5.53845
H -4.43946 2.36074 -2.11073
H -0.82910 1.10552 -4.08973
H 1.22723 -7.05483 2.39935
H 2.25002 -3.69770 -2.79767
H -7.06491 2.63721 0.36791
H -2.18637 0.99975 -2.97732
H -3.20223 -1.78155 -3.75903
H -2.06118 0.66916 3.59118
H 3.51333 -1.63152 -4.51783
H 1.00817 -0.09157 -4.33197
H -0.75035 -2.55420 -4.49404
H -2.20993 2.44094 3.70341
H -3.11077 2.81823 1.61213
H 0.73688 2.91543 3.31912
H 1.93209 2.63465 6.17082
H -1.34973 -1.63553 6.04092
H -2.41303 0.51883 -4.68577
H -3.24214 -0.35008 1.47809
H 4.99000 -2.63703 -0.95042
H -2.06750 -2.59228 -2.64465
H -0.14906 0.07514 7.40727
H -6.01475 -0.60359 -0.77373
H 4.28547 3.79854 -1.54617
H 3.05515 -0.30825 -3.40458
H -4.60651 1.23697 2.65658
H 0.55958 -3.61935 -3.26344
H -3.82907 -0.98320 -0.04602
H -3.63345 3.63360 0.14271
H -2.88135 -1.10983 -2.13669
H 1.52413 1.73556 7.64060
H 2.25351 1.65677 -4.59508
H -7.16390 0.29180 0.24512
H 1.81589 -3.70810 -4.52940
H 3.29675 -0.89075 -0.33844
H 2.14862 4.39163 2.44780
*
```

F_max = 1.2 eV Å⁻¹
Kohn-Sham gap = 5.5 eV
HOMO energy = -1.22 eV



(2)
This record from OMol25 describes C3H4N2O3 in the gas phase. The level of theory is ωB97M-V/def2-TZVPD.

Structure (ORCA input):
```
! RIJCOSX wB97M-V def2-TZVPD def2/J DEFGRID3
* xyz 0 1
O -1.29420 1.83902 0.00360
O 2.91703 0.25781 -0.24555
O 0.81200 1.36086 0.28504
N -1.51770 -1.32493 -0.02039
N 1.11444 -0.89230 0.34394
C -0.40468 0.82809 -0.28302
C -0.37648 -0.54849 -0.15673
C 1.79477 0.14716 0.02609
H -2.05453 -1.47584 -0.79190
H -0.66072 2.65941 -0.02413
H -1.92952 -1.08209 0.92721
H 1.59955 -1.76869 -0.06415
*
```

SMILES string = Nc1[nH]c(=O)oc1O
F_max = 6.8 eV Å⁻¹
Kohn-Sham gap = 9.4 eV
Energy above the lowest of the compared OMol25 structures with the same formula, charge and spin = 79.0 kcal/mol
HOMO energy = -8.78 eV



(3)
This record from OMol25 describes C4H7NO2S in the gas phase. The level of theory is ωB97M-V/def2-TZVPD.

Structure (ORCA input):
```
! RIJCOSX wB97M-V def2-TZVPD def2/J DEFGRID3
* xyz 0 1
S -1.78838 -0.00711 -0.03427
O -2.51425 -0.74068 -1.05144
O -2.60216 0.63477 1.03249
N 1.20878 0.31565 -0.63399
C -0.53160 -1.13438 0.53721
C 0.28742 1.30496 -0.81153
C 1.07660 1.42627 0.35816
C 0.77772 -0.98426 -0.42923
H -0.62804 -2.23075 0.39715
H -0.25164 -0.96559 1.61398
H 0.66528 1.21654 1.30752
H 1.98484 2.08068 0.59965
H 0.49552 -1.39690 -1.36250
H 1.57344 -1.50915 0.10572
H 0.24647 1.98996 -1.62893
*
```

F_max = 3.5 eV Å⁻¹
Kohn-Sham gap (alpha / beta) = 8.1 / 8.1 eV
Energy above the lowest of the compared OMol25 structures with the same formula, charge and spin = 133.7 kcal/mol
HOMO energy (alpha / beta) = -8.87 / -8.87 eV



(4)
This record from OMol25 describes a gas-phase ion, C16H17F3NO (charge +1). The level of theory is ωB97M-V/def2-TZVPD.

Structure (ORCA input):
```
! RIJCOSX wB97M-V def2-TZVPD def2/J DEFGRID3
* xyz 1 1
F -5.34556 0.06318 -1.69486
F -4.36799 0.56516 -3.59862
F -5.09868 2.17382 -2.28296
O 3.12865 -3.12730 -1.28599
N 1.18253 -0.97474 -0.37300
C -1.81635 0.95981 0.41513
C -0.75741 0.86861 -1.70027
C -1.99929 0.93733 -2.33367
C 2.19991 1.03417 3.67652
C 1.99823 1.05636 2.28801
C 2.96913 -2.00456 -2.15033
C 0.10369 -0.08402 3.96147
C 1.61505 -1.29919 -1.88366
C 1.25265 0.46402 4.52769
C -3.08001 1.01116 -0.19974
C -3.16991 0.96879 -1.58694
C 0.74457 0.33374 0.15770
C 0.90720 0.40243 1.69404
C -4.49334 0.94540 -2.29463
C -0.64368 0.66985 -0.32756
C -0.06845 -0.09701 2.56827
H 3.08731 1.50281 4.11159
H -4.00172 1.08614 0.38043
H -2.04399 0.95873 -3.42161
H -1.80207 1.19037 1.48638
H 1.60423 -0.34643 -2.43812
H -1.01083 -0.49790 2.17582
H 0.83519 -1.99464 -2.24509
H 1.93633 -1.38360 0.19969
H 2.71119 1.59676 1.64918
H 1.37782 0.50056 5.61196
H 2.96253 -2.34033 -3.21002
H -0.68514 -0.48703 4.59967
H 0.15643 1.04416 -2.28717
H 1.49454 0.99304 -0.29020
H 3.81084 -1.30619 -2.00835
H 3.82766 -3.70030 -1.64752
H 0.47874 -1.68319 -0.24324
*
```

SMILES string = OCC[NH2+][C@H](c1ccccc1)c1ccc(C(F)(F)F)cc1
F_max = 3.7 eV Å⁻¹
Kohn-Sham gap = 9.6 eV
Energy above the lowest of the compared OMol25 structures with the same formula, charge and spin = 0.0 kcal/mol
HOMO energy = -12.69 eV



Q: Which of these has the lowest F_max?
A: C40H53N9O4PSTl



Q: Look up the F_max of the fourth one.
A: 3.7 eV Å⁻¹



Q: Look up the F_max of the fourth one.
A: 3.7 eV Å⁻¹